1.
# C22H21F4Si

A 2-piece molecular cluster, C22H21F4Si overall in a non-equilibrium geometry (the ωB97M-V functional and the def2-TZVPD basis, the OMol25 dataset).

The geometry in XYZ format:
```
48
Properties=species:S:1:pos:R:3:forces:R:3:nbo_charge:R:1
F 1.96760 1.69183 -5.05099 0.009 -1.207 0.445 -0.323
C 1.90028 0.39062 -4.61007 -0.359 0.428 0.366 0.433
C 1.62318 -0.60132 -5.54221 0.150 -0.189 0.608 -0.355
C 1.43338 -1.88915 -5.03927 -0.218 -0.102 0.564 0.431
F 1.07407 -2.88253 -5.91332 0.344 0.939 0.944 -0.316
C 1.52345 -2.17919 -3.66550 0.297 0.939 -0.327 -0.307
C 1.90944 -1.16620 -2.72715 -0.538 0.481 -1.124 0.038
C 1.96943 -1.59634 -1.24904 0.223 -0.212 -0.660 -0.457
C 2.44505 -0.81852 -0.01717 -0.308 0.275 0.516 0.034
C 2.62220 -1.61437 1.14212 0.039 -0.176 -0.357 -0.305
C 3.04543 -1.04741 2.32698 0.270 0.097 0.810 0.420
F 3.20441 -1.84150 3.45193 -0.176 0.957 -1.498 -0.321
C 3.34114 0.31569 2.42997 -0.152 0.092 0.012 -0.341
C 3.02509 1.10365 1.32238 0.516 0.658 0.382 0.421
F 3.28233 2.46536 1.39825 -0.540 -1.673 -0.090 -0.324
C 2.52084 0.58657 0.12978 0.052 -0.608 -0.232 -0.312
C 2.00686 0.15960 -3.22322 -0.129 -0.761 -0.197 -0.319
H 1.50067 -0.38502 -6.59013 0.077 0.058 -0.109 0.260
H 1.18719 -3.15296 -3.33894 0.417 -0.213 0.083 0.231
H 2.37632 -2.62327 -1.25714 0.402 0.615 0.210 0.249
H 2.40274 -2.68634 1.12394 0.276 0.351 -0.083 0.238
H 3.78445 0.73959 3.34007 -0.317 -0.173 -0.491 0.262
H 2.17239 1.27288 -0.64271 0.525 -0.203 0.220 0.224
H 2.03880 1.00767 -2.54522 0.481 -0.142 -0.353 0.222
C -1.72089 1.84619 -1.68891 -0.381 -0.505 0.057 -1.191
Si -2.44062 0.44398 -0.65815 1.604 -0.711 0.975 1.988
C -3.33130 -1.08428 -1.29688 0.186 0.563 -0.177 -1.193
H 0.95583 -1.81980 -1.04254 -1.493 -0.220 0.404 0.218
C -2.16147 0.52683 1.18811 -1.213 0.668 0.432 -0.637
C -3.27014 1.20532 1.77969 0.583 -0.253 0.299 -0.137
C -3.33647 1.43146 3.15945 -0.033 -0.010 -0.270 -0.228
C -2.29964 1.00146 3.99777 -0.368 0.217 0.179 0.046
C -2.44188 1.27787 5.48345 0.049 0.066 0.477 -0.650
C -1.19873 0.33615 3.43392 -0.732 0.403 0.488 -0.195
C -1.15568 0.09791 2.07505 0.177 -0.133 -0.841 -0.166
H -0.86037 2.35215 -1.19382 -0.752 -0.457 -0.131 0.298
H -1.43217 1.51734 -2.70894 -0.311 0.198 0.536 0.291
H -2.57242 2.55555 -1.75995 0.482 -0.010 -0.180 0.289
H -3.16598 -1.98276 -0.65752 -0.092 0.861 -0.282 0.299
H -4.40174 -0.78993 -1.24595 0.297 -0.409 -0.124 0.290
H -3.06727 -1.31276 -2.35004 -0.266 0.212 0.557 0.287
H -4.08826 1.55506 1.16162 -0.231 0.132 -0.051 0.195
H -4.19807 1.95216 3.61608 0.525 -0.350 -0.479 0.236
H -1.57792 0.91492 6.06176 -0.263 0.097 -0.303 0.231
H -2.53802 2.36789 5.69449 0.041 -0.713 -0.288 0.241
H -3.34543 0.78521 5.91131 0.559 0.306 -0.438 0.241
H -0.39769 0.01365 4.09732 -0.087 -0.043 -0.315 0.237
H -0.31042 -0.44092 1.68935 0.378 -0.138 -0.164 0.224
```
Forces are in eV/Å.

Properties
Total energy   -41894.29826 eV
HOMO level   -11.7 eV
Relative energy (zero: lowest compared OMol25 entry of this formula, charge and spin)   54.3 kJ/mol
Charge   +1
Strongest force on any atom   2.007 eV/Å


2.
# C22H21F5HoN7

C22H21F5HoN7 as an isolated structure in a non-equilibrium geometry (the ωB97M-V functional and the def2-TZVPD basis, the OMol25 dataset).

The geometry in XYZ format:
```
56
Properties=species:S:1:pos:R:3:forces:R:3:mulliken_spin:R:1
Ho 0.33604 -0.73820 -0.64709 1.818 -1.728 1.536 4.053
C -2.06110 -2.28537 -0.57790 -0.337 0.085 0.288 -0.007
C -2.64582 -1.27877 0.11329 0.302 -0.389 -0.292 0.002
C -2.14763 -0.59657 1.30916 -0.440 -0.037 0.336 -0.001
C -1.04015 -2.77003 2.28419 0.171 0.278 -0.109 0.000
C -0.36473 -3.21688 1.02424 -0.551 -0.132 -0.435 -0.007
C -0.84509 -3.03079 -0.23001 -0.244 -0.849 0.636 0.003
H -2.58175 -2.64370 -1.46092 0.096 0.097 -0.021 0.001
H -3.60431 -0.91842 -0.23909 0.001 0.016 -0.094 0.000
H -2.76306 0.23184 1.65684 0.250 -0.045 -0.005 -0.001
H -0.42223 -3.05658 3.13701 -0.122 0.050 -0.025 0.000
H 0.47625 -3.88777 1.16260 0.071 0.106 -0.138 0.000
H -0.44097 -3.66121 -1.02656 0.182 0.318 0.105 0.001
N -1.45806 -0.84566 3.72209 0.069 -0.218 0.105 0.001
C -1.33353 -1.26770 2.39880 -0.449 -0.625 0.041 0.000
N -0.66940 -0.38194 1.46492 0.653 0.609 0.182 -0.005
C -0.28443 0.95562 1.90051 0.387 0.503 -1.091 -0.005
N 0.24496 1.75470 1.04695 -0.232 0.549 1.551 -0.005
N 0.53033 1.30827 -0.19668 -0.491 0.085 -0.046 -0.012
C 0.72024 2.25283 -1.14005 0.608 0.143 -0.886 0.000
C 1.03237 1.93306 -2.43504 -0.370 -0.028 1.206 -0.004
C 1.39460 2.85924 -3.45417 0.362 -0.017 -0.796 0.001
C 2.06785 2.46361 -4.55997 -0.385 0.580 0.420 -0.001
C 2.49866 1.10103 -4.65825 -0.228 -0.272 0.434 0.000
C 2.05921 0.17356 -3.80077 0.508 -0.485 -0.116 -0.001
N 1.07490 0.49506 -2.77792 -0.545 0.520 0.020 -0.009
C -0.56160 1.35353 3.25576 -0.372 -0.059 0.853 0.000
C -0.23142 2.63654 3.71861 -0.142 -0.237 0.005 0.000
C -0.54079 3.01492 5.00517 0.049 0.038 -0.025 0.000
C -1.18419 2.12125 5.85696 -0.025 -0.097 -0.158 0.000
C -1.51376 0.85340 5.42293 0.032 0.004 -0.050 0.000
C -1.19531 0.45046 4.13052 0.316 0.771 -0.178 0.000
H -1.94969 -1.44516 4.37039 0.057 0.003 -0.211 0.000
H -1.99532 -3.29995 2.35787 -0.023 -0.018 0.060 0.000
H 0.63572 3.29229 -0.84548 -0.020 0.060 0.000 0.000
H 1.16640 3.89847 -3.28229 -0.044 0.176 0.005 0.000
H 2.35596 3.16198 -5.32564 0.019 0.148 -0.045 0.000
H 3.22376 0.83453 -5.41024 0.066 -0.189 -0.053 0.000
H 2.35071 -0.86606 -3.83039 0.066 -0.034 -0.037 0.000
H 0.25976 3.31566 3.04101 0.043 0.080 -0.048 0.000
H -0.29041 4.00346 5.35428 0.041 0.095 0.015 0.000
H -1.43116 2.41871 6.86292 -0.039 0.028 0.124 0.000
H -2.01699 0.16129 6.07852 -0.065 -0.105 0.170 0.000
N 2.87571 -0.70313 -0.70640 0.409 -0.297 0.191 -0.006
N 2.53645 -2.12603 -0.51936 0.548 0.084 -0.044 0.000
H 3.63585 -0.58089 -1.38937 -0.452 -0.037 0.202 0.000
H 3.25363 -0.33727 0.17677 -0.237 -0.204 -0.290 0.000
H 3.19334 -2.56696 0.13911 -0.404 0.168 -0.188 0.000
H 2.70857 -2.61595 -1.40672 -0.124 0.291 0.285 0.000
F -1.12402 0.27146 -2.15365 0.260 0.402 -0.699 -0.001
C -0.15134 -0.10448 -3.05793 -1.037 0.029 -1.791 0.008
F -0.00623 -1.51354 -2.70544 0.042 -0.042 -1.149 -0.003
C -0.79767 -0.12914 -4.49027 -0.138 -0.171 -0.210 -0.001
F -0.13509 -0.96432 -5.27431 0.122 -0.045 0.087 0.000
F -2.04556 -0.56087 -4.36656 -0.139 -0.032 0.095 0.000
F -0.79842 1.07658 -5.02293 0.103 0.077 0.279 0.000
```
Forces are in eV/Å.

Properties
Total energy   -72954.36417 eV
HOMO level (spin up / spin down)   -12.6 / -12.6 eV
Relative energy (zero: lowest compared OMol25 entry of this formula, charge and spin)   383.4 kJ/mol
Expectation value of S²   6.004
Charge   +2
Multiplicity   5
Strongest force on any atom   2.941 eV/Å